18
Properties=species:S:1:pos:R:3:nbo_charge:R:1 method="wB97M-V/def2-TZVPD" total_energy_ev=-7887.9035 e_above_lowest_kj_mol=253.56 homo_energy_ha=-0.2635 e_lumo_ev=0.74 charge=0 smiles="C=C/C(=C/C)NC" max_force_ev_per_a=2.5
C 2.219 0.124 -1.785 -0.353
C 1.691 -0.425 -0.688 -0.238
C 0.456 0.000 -0.035 0.158
C -0.629 0.575 -0.636 -0.295
C -1.964 -0.062 -0.811 -0.640
N 0.199 -0.624 1.193 -0.592
C -0.552 0.112 2.208 -0.411
H 3.135 -0.227 -2.234 0.202
H 1.704 0.951 -2.259 0.193
H 2.363 -1.030 -0.085 0.202
H -0.371 1.399 -1.301 0.187
H -2.095 -0.914 -0.139 0.214
H -2.167 -0.490 -1.794 0.215
H -2.759 0.664 -0.615 0.207
H 1.048 -0.976 1.612 0.367
H -1.599 -0.189 2.209 0.190
H -0.598 1.183 1.991 0.199
H -0.081 -0.070 3.169 0.196

***

70
Properties=species:S:1:pos:R:3:lowdin_spin:R:1 method="wB97M-V/def2-TZVPD" total_energy_ev=-120056.1676 e_above_lowest_kj_mol=0.00 homo_energy_ha="-0.7161 / -0.7239" e_lumo_ev="-10.83 / -15.16" charge=+4 max_force_ev_per_a=3.9 multiplicity=5
Os -0.002 -0.061 0.062 1.491
P -1.408 -1.859 0.580 0.052
P 1.707 -0.191 1.784 0.040
P 1.265 -1.217 -1.450 0.035
H -3.274 4.967 -7.522 0.015
C -3.232 4.030 -8.094 0.474
C -4.324 3.258 -8.250 0.457
H -5.292 3.539 -7.814 0.015
C -2.929 -1.538 1.558 0.004
C -0.604 -3.200 1.562 0.034
C -2.106 -2.687 -0.911 -0.002
C 2.961 1.158 1.692 0.027
C 1.170 -0.013 3.536 0.006
C 2.667 -1.756 1.908 0.005
C 0.535 -1.215 -3.132 0.024
C 1.527 -3.021 -1.172 -0.002
C 2.977 -0.645 -1.770 0.023
H -2.271 3.757 -8.550 0.015
H -4.286 2.321 -8.822 0.015
H -3.483 -0.710 1.098 0.000
H -2.686 -1.262 2.593 0.000
H -3.577 -2.425 1.572 0.001
H -0.294 -2.822 2.546 0.000
H 0.281 -3.593 1.049 0.000
H -1.324 -4.017 1.703 0.006
H -2.718 -1.953 -1.452 0.000
H -2.738 -3.526 -0.589 0.000
H -1.333 -3.055 -1.596 0.000
H 3.588 1.126 2.594 0.003
H 2.434 2.122 1.648 -0.001
H 3.596 1.079 0.801 0.001
H 2.010 -0.242 4.210 0.000
H 0.344 -0.701 3.760 0.000
H 0.840 1.018 3.724 0.000
H 3.336 -1.664 2.773 0.000
H 3.262 -1.944 1.008 0.000
H 1.992 -2.606 2.075 0.000
H 1.056 -1.976 -3.729 0.003
H 0.653 -0.233 -3.606 0.000
H -0.536 -1.451 -3.098 0.000
H 2.178 -3.372 -1.982 0.000
H 0.586 -3.581 -1.209 0.000
H 2.020 -3.229 -0.216 0.000
H 3.475 -1.423 -2.366 0.001
H 3.553 -0.488 -0.850 0.000
H 2.957 0.296 -2.332 0.009
C 0.247 2.417 -2.779 0.091
C -1.055 2.070 -3.183 0.064
C -1.556 2.492 -4.417 -0.001
C -0.788 3.311 -5.258 0.093
C 0.516 3.674 -4.858 -0.008
C 1.032 3.214 -3.647 0.062
Se 0.917 2.047 -1.016 0.748
H -1.268 0.082 -0.934 -0.002
H -1.677 1.493 -2.493 0.000
H -2.565 2.199 -4.724 -0.001
H -1.195 3.674 -6.201 0.008
H 1.109 4.327 -5.496 -0.002
H 2.037 3.496 -3.329 0.002
C -2.708 2.859 3.890 0.006
N -2.185 1.528 3.557 0.070
C -2.204 0.501 4.637 0.006
C -1.624 1.319 2.401 0.034
N -1.099 1.018 1.388 0.069
H -2.140 3.274 4.729 0.002
H -3.753 2.762 4.194 0.003
H -2.618 3.501 3.008 0.000
H -1.900 -0.485 4.254 0.000
H -1.523 0.809 5.450 0.004
H -3.223 0.430 5.047 0.001

***

24
Properties=species:S:1:pos:R:3:nbo_charge:R:1 method="wB97M-V/def2-TZVPD" total_energy_ev=-26596.9639 e_above_lowest_kj_mol=0.00 homo_energy_ha=-0.3612 e_lumo_ev=0.49 charge=0 max_force_ev_per_a=5.4
H 1.728 1.875 1.897 0.318
N 2.018 2.555 1.193 -0.601
C 1.412 2.394 0.115 0.151
C 0.342 1.334 -0.128 -0.508
C 0.714 -0.026 0.451 -0.227
C 1.794 -0.624 -0.444 -0.078
O 1.029 -1.044 -1.570 -0.528
C -0.142 -1.657 -1.033 -0.097
C -0.381 -1.125 0.404 -0.224
C -1.780 -0.624 0.805 -0.524
C -2.595 -0.026 -0.308 0.614
O -2.701 1.073 -0.557 -0.473
Cl -3.536 -1.205 -1.315 -0.137
H 1.638 3.088 -0.689 0.171
H 0.167 1.284 -1.197 0.235
H -0.543 1.688 0.396 0.236
H 0.934 0.047 1.517 0.209
H 2.539 0.131 -0.663 0.203
H 2.283 -1.521 -0.049 0.171
H -0.947 -1.643 -1.758 0.211
H 0.162 -2.709 -0.951 0.174
H -0.105 -1.926 1.080 0.220
H -1.684 0.121 1.590 0.237
H -2.345 -1.458 1.213 0.246

***

13
Properties=species:S:1:pos:R:3:nbo_charge:R:1 method="wB97M-V/def2-TZVPD" total_energy_ev=-10177.2266 e_above_lowest_kj_mol=273.54 homo_energy_ha=-0.3216 e_lumo_ev=0.58 charge=0 smiles="[H]/N=C(N)/C(O)=N/N" max_force_ev_per_a=7.0
H 2.342 -1.872 -0.328 0.345
N 1.397 -1.608 -0.226 -0.650
C 1.114 -0.420 0.025 0.399
N 1.932 0.748 0.160 -0.814
C -0.302 0.045 0.002 0.400
O -0.442 1.388 -0.247 -0.725
N -1.211 -0.780 0.151 -0.253
N -2.541 -0.422 0.119 -0.653
H 1.819 1.410 0.782 0.374
H 2.927 0.573 0.178 0.363
H -1.280 1.896 -0.031 0.502
H -3.017 -1.286 -0.068 0.376
H -2.739 0.329 -0.517 0.335

***

13
Properties=species:S:1:pos:R:3:nbo_charge:R:1 method="wB97M-V/def2-TZVPD" total_energy_ev=-15490.3056 e_above_lowest_kj_mol=87.40 homo_energy_ha=-0.3371 e_lumo_ev=0.77 charge=0 smiles="P[C@@H]1CCN=N1" max_force_ev_per_a=4.0
P 0.353 -1.654 -1.775 0.302
C -0.314 -0.016 -0.845 -0.314
C 0.468 0.568 0.274 -0.479
C -0.469 0.632 1.507 -0.307
N -1.569 -0.199 0.982 -0.111
N -1.470 -0.516 -0.192 -0.142
H 1.468 -1.237 -2.455 -0.036
H 0.842 -1.833 -0.374 -0.026
H -0.726 0.722 -1.656 0.238
H 1.181 -0.174 0.473 0.208
H 1.045 1.487 0.135 0.229
H 0.049 0.525 2.472 0.233
H -0.858 1.696 1.455 0.206

***

117
Properties=species:S:1:pos:R:3:lowdin_charge:R:1 method="wB97M-V/def2-TZVPD" total_energy_ev=-76731.3802 e_above_lowest_kj_mol=0.00 homo_energy_ha=-0.1795 e_lumo_ev=2.01 charge=-1 max_force_ev_per_a=0.8
C -0.931 4.954 -0.001 -0.055
O -0.060 3.858 -0.182 0.036
B 0.779 3.488 0.838 -0.569
O 0.217 3.107 2.052 0.155
C 2.374 3.516 0.639 -0.232
N 2.908 4.865 0.777 0.038
C 2.341 5.583 1.903 -0.213
C 3.289 6.695 2.346 -0.051
C 3.683 7.633 1.231 -0.609
F 4.761 7.229 0.544 0.136
F 3.999 8.864 1.737 0.089
F 2.689 7.856 0.347 0.124
C 2.996 2.564 1.748 -0.669
O 2.646 1.372 1.674 -0.012
O 3.772 3.110 2.551 -0.014
N 2.745 2.895 -0.668 0.072
C 4.132 2.493 -0.708 -0.438
C 4.345 1.014 -0.798 0.007
O 5.055 3.269 -0.707 0.108
C 2.346 3.647 -1.843 -0.412
C 3.121 4.842 -2.300 0.018
O 1.372 3.277 -2.445 0.094
H -1.590 4.830 0.860 0.091
H -0.378 5.890 0.063 0.090
H -1.562 5.009 -0.884 0.079
H 0.244 3.839 2.677 0.106
H 3.906 4.795 0.942 0.110
H 1.401 6.067 1.629 0.114
H 2.220 4.941 2.780 0.117
H 2.813 7.304 3.108 0.127
H 4.189 6.238 2.749 0.137
H 4.652 0.765 -1.816 0.084
H 5.144 0.718 -0.129 0.090
H 3.430 0.483 -0.577 0.073
H 2.764 5.151 -3.275 0.071
H 2.921 5.640 -1.586 0.077
H 4.191 4.683 -2.273 0.073
C -0.592 8.090 -5.987 -0.120
O -0.865 6.713 -6.152 -0.192
C -0.140 5.886 -5.247 -0.194
C -0.990 5.436 -4.084 -0.200
O -1.366 6.527 -3.252 -0.197
C -2.691 6.970 -3.456 -0.118
H -1.333 8.643 -6.563 0.085
H -0.659 8.393 -4.939 0.083
H 0.405 8.336 -6.370 0.087
H 0.750 6.406 -4.882 0.123
H 0.188 5.003 -5.804 0.127
H -0.404 4.745 -3.469 0.109
H -1.877 4.904 -4.443 0.122
H -3.408 6.248 -3.048 0.087
H -2.906 7.129 -4.517 0.082
H -2.808 7.915 -2.927 0.087
C 1.112 -1.358 -3.930 -0.097
O 1.008 -0.784 -5.223 -0.189
C -0.214 -1.072 -5.877 -0.214
C -1.186 0.084 -5.781 -0.214
O -1.605 0.299 -4.449 -0.197
C -0.938 1.382 -3.809 -0.084
H 1.974 -0.907 -3.441 0.088
H 0.223 -1.162 -3.327 0.083
H 1.272 -2.440 -4.002 0.087
H -0.669 -1.978 -5.465 0.124
H 0.017 -1.256 -6.932 0.121
H -2.078 -0.154 -6.373 0.121
H -0.734 0.990 -6.198 0.125
H -1.319 2.333 -4.196 0.081
H 0.141 1.336 -3.956 0.081
H -1.144 1.328 -2.743 0.074
C -1.468 0.215 1.879 -0.089
O -2.608 0.594 1.117 -0.186
C -2.370 0.530 -0.279 -0.214
C -2.974 -0.707 -0.903 -0.197
O -2.344 -1.893 -0.436 -0.186
C -3.092 -2.562 0.559 -0.113
H -1.793 0.079 2.911 0.085
H -1.039 -0.722 1.516 0.085
H -0.707 0.999 1.856 0.074
H -1.297 0.577 -0.486 0.125
H -2.837 1.413 -0.729 0.126
H -2.829 -0.664 -1.988 0.116
H -4.050 -0.743 -0.704 0.123
H -3.959 -3.065 0.114 0.085
H -3.431 -1.877 1.340 0.086
H -2.449 -3.317 1.012 0.078
C -0.569 -5.675 6.669 -0.112
O 0.264 -5.694 5.527 -0.185
C -0.368 -6.244 4.380 -0.211
C -0.842 -5.168 3.429 -0.206
O -1.887 -4.392 3.990 -0.195
C -1.452 -3.129 4.469 -0.097
H -0.079 -5.057 7.420 0.088
H -1.551 -5.251 6.446 0.084
H -0.695 -6.686 7.074 0.085
H -1.198 -6.894 4.671 0.121
H 0.378 -6.860 3.867 0.121
H -1.241 -5.649 2.529 0.121
H -0.005 -4.531 3.129 0.132
H -1.242 -2.458 3.630 0.077
H -0.563 -3.217 5.097 0.087
H -2.260 -2.703 5.062 0.090
C -0.091 -10.111 4.814 -0.108
O -1.229 -9.702 4.075 -0.202
C -1.020 -9.736 2.672 -0.209
C -1.644 -10.959 2.040 -0.205
O -1.010 -12.156 2.463 -0.190
C -1.731 -12.852 3.462 -0.114
H -0.399 -10.254 5.849 0.090
H 0.322 -11.048 4.434 0.084
H 0.681 -9.334 4.785 0.085
H 0.049 -9.693 2.440 0.129
H -1.493 -8.843 2.250 0.124
H -1.527 -10.894 0.954 0.126
H -2.715 -10.992 2.264 0.126
H -2.619 -13.332 3.035 0.087
H -2.035 -12.190 4.275 0.083
H -1.075 -13.624 3.861 0.088